{"formula": "C10H16ClP", "method": "the ωB97M-V functional and the def2-TZVPD basis", "e_homo_ev": [-7.5, -7.5], "e_above_lowest_kcal_mol": 59.8, "max_force_ev_per_a": 5.0, "smiles": "CC1=C(C)[C@@](C)(/C(C)=P/Cl)[C@@H]1C", "orbital_gap_ha": [0.2779, 0.2779], "species": ["C", "C", "C", "C", "C", "C", "C", "C", "P", "Cl", "C", "C", "H", "H", "H", "H", "H", "H", "H", "H", "H", "H", "H", "H", "H", "H", "H", "H"], "coordinates": [[-0.693768, -1.753580, -2.334203], [-0.250011, -0.968550, -1.217168], [0.229227, 0.273947, -0.928176], [0.577078, 1.367244, -1.891606], [0.237705, 0.082925, 0.629622], [1.709649, -0.032355, 1.107957], [-0.562686, 1.196138, 1.211485], [-0.049870, 2.647477, 1.287391], [-1.937467, 0.514496, 1.922926], [-3.356621, 1.678674, 1.247159], [-0.442120, -1.281364, 0.314867], [0.074013, -2.470371, 1.139252], [-0.423244, -2.732918, -2.268029], [-0.496848, -1.311856, -3.281809], [-1.830570, -1.519933, -2.451205], [1.367997, 2.154116, -1.525554], [-0.242801, 1.991819, -2.137938], [0.808432, 0.745879, -2.802161], [2.218551, -0.776239, 0.715324], [1.684844, -0.078700, 2.179872], [2.274927, 0.823585, 0.787956], [-0.716456, 3.344963, 0.936368], [0.999141, 2.644548, 0.789072], [0.083221, 2.843090, 2.285430], [-1.673765, -1.173232, 0.311149], [1.116103, -2.802014, 0.951544], [-0.613484, -3.351995, 0.916158], [-0.091175, -2.055793, 2.104318]], "forces_ev_per_a": [[-3.4, 3.3, -1.2], [1.4, 1.3, 3.9], [-0.5, -0.8, -0.1], [1.7, 0.0, 0.4], [1.9, 0.6, -1.9], [-3.1, 3.4, 1.6], [-0.8, -0.2, 1.1], [2.6, -3.6, -2.3], [1.7, -1.0, -0.2], [-2.3, 2.2, -0.1], [-2.2, 0.0, -2.1], [-1.5, -0.9, -2.1], [0.3, -2.8, 0.0], [1.3, 0.2, -1.0], [1.3, -1.3, 0.8], [-0.9, -2.0, -0.9], [-1.2, 0.5, -0.2], [0.4, 1.3, 0.5], [2.0, -4.1, -1.8], [0.4, -0.1, 0.7], [0.1, 0.8, 0.1], [-1.4, 1.7, -1.3], [-1.9, 0.5, 0.6], [0.6, 0.6, 2.5], [2.9, -0.6, 0.9], [-0.6, 0.5, 0.2], [0.9, 1.0, 0.7], [0.2, -0.6, 1.4]]}



{"formula": "C10H16CrN2PSe", "method": "the ωB97M-V functional and the def2-TZVPD basis", "e_homo_ev": [-2.2, -1.9], "max_force_ev_per_a": 2.8, "total_charge": -1, "orbital_gap_ha": [0.1703, 0.1547], "multiplicity": 5, "species": ["C", "C", "C", "C", "C", "Cr", "P", "H", "H", "H", "H", "H", "H", "H", "H", "C", "N", "C", "C", "N", "C", "C", "Se", "H", "H", "H", "H", "H", "H", "H", "H"], "coordinates": [[2.316900, -3.170085, 0.790285], [3.008117, -2.193002, 1.547606], [3.878321, -1.456783, 0.664919], [3.751157, -2.034073, -0.644613], [2.765166, -3.046637, -0.602196], [-0.953655, -0.384828, -1.037961], [-1.562289, -1.109632, 1.337653], [1.563305, -3.855694, 1.157294], [2.886554, -2.013511, 2.618691], [4.536897, -0.648018, 0.947828], [2.419754, -3.649362, -1.431625], [4.297346, -1.709449, -1.528271], [-1.802686, -0.258702, 2.455871], [-0.579705, -1.970272, 1.922317], [-2.707203, -1.958235, 1.410674], [-1.627669, 0.846120, -2.867435], [-1.801716, 1.467519, -1.561044], [-2.948955, 2.064323, -1.084260], [-2.660300, 2.512445, 0.173128], [-1.311487, 2.311569, 0.393723], [-0.602964, 2.560406, 1.625198], [-0.734170, 1.663535, -0.674985], [1.002197, 1.047428, -0.936106], [-2.601277, 0.781346, -3.361889], [-1.181599, -0.187577, -2.824921], [-0.969794, 1.434000, -3.520047], [-3.861396, 2.070026, -1.669295], [-3.289493, 3.015316, 0.897398], [-0.851532, 3.552735, 2.018207], [-0.843241, 1.804601, 2.379623], [0.465417, 2.514491, 1.404233]], "forces_ev_per_a": [[0.7, 0.8, -1.5], [0.3, 0.4, -0.8], [-0.8, -1.4, -0.2], [-0.5, 0.3, 0.9], [-0.1, 0.1, 1.9], [0.0, -1.3, 2.0], [0.4, -0.6, -0.6], [0.0, -0.1, 0.0], [0.0, 0.0, -0.3], [0.0, 0.0, 0.0], [0.0, 0.0, 0.0], [-0.1, 0.0, 0.1], [-0.1, -0.3, -0.3], [-0.4, 0.3, -0.1], [0.3, 0.2, 0.4], [-0.5, 1.2, -0.1], [-0.3, -0.3, -2.8], [-0.9, 0.4, 1.1], [0.1, 0.1, -0.8], [-0.7, 1.1, 1.5], [-0.2, 0.1, -0.1], [0.7, -0.9, 0.0], [1.3, 0.5, -0.2], [0.1, -0.1, 0.2], [-0.1, -0.1, -0.8], [0.2, -0.2, 0.2], [0.2, 0.1, 0.3], [0.1, -0.1, -0.2], [0.0, -0.1, 0.0], [0.1, 0.0, 0.1], [-0.1, 0.0, 0.1]]}



{"formula": "C10H16FN3Si", "method": "the ωB97M-V functional and the def2-TZVPD basis", "e_homo_ev": -7.4, "e_above_lowest_kcal_mol": 0.0, "max_force_ev_per_a": 5.0, "smiles": "CN1NN([Si](C)(C)C)c2cc(F)ccc21", "orbital_gap_ha": 0.3006, "species": ["C", "N", "N", "N", "Si", "C", "C", "C", "C", "C", "C", "F", "C", "C", "C", "H", "H", "H", "H", "H", "H", "H", "H", "H", "H", "H", "H", "H", "H", "H", "H"], "coordinates": [[-1.157514, -3.199051, -0.928518], [-1.005392, -1.763818, -0.661637], [0.091415, -1.363458, 0.168506], [-0.086214, -0.010746, 0.378537], [1.185569, 0.932549, -0.349873], [1.490635, 2.604775, 0.478417], [0.990218, 1.051589, -2.304169], [2.653855, -0.157914, 0.120064], [-1.621577, 0.172317, 0.348453], [-2.273014, 1.294825, 0.704570], [-3.639831, 1.207645, 0.581227], [-4.325549, 2.274158, 0.997685], [-4.274142, 0.084094, -0.058516], [-3.490019, -1.047105, -0.493707], [-2.092684, -0.955580, -0.318073], [-1.938187, -3.673069, -0.379580], [-1.358622, -3.234294, -2.008464], [-0.247470, -3.703487, -0.757801], [0.098695, -1.950119, 1.021589], [1.435625, 2.477750, 1.587301], [2.503503, 2.853954, 0.208365], [0.792848, 3.363658, 0.079588], [1.850693, 1.584159, -2.699469], [1.016422, 0.010613, -2.598715], [0.091937, 1.543020, -2.480586], [2.214425, -1.150936, 0.004833], [3.545076, -0.176005, -0.517353], [2.752119, 0.043858, 1.299756], [-1.878030, 2.203769, 1.042307], [-5.293391, 0.006609, -0.077109], [-3.896557, -1.721534, -1.211075]], "forces_ev_per_a": [[-0.3, 1.9, -1.4], [-0.5, -0.4, -0.1], [0.2, -1.9, -0.6], [-3.2, 0.8, 0.9], [1.4, 0.2, -1.3], [-1.2, -0.6, 0.1], [1.9, -0.7, 2.7], [-0.7, 0.2, 1.8], [5.0, -0.6, -0.5], [-1.4, -0.7, -0.1], [-1.1, -2.1, -1.6], [-0.8, 0.2, 0.1], [3.8, 0.4, 1.3], [1.0, 2.3, 0.0], [-1.4, 0.1, 0.9], [-0.8, -0.2, 0.6], [-0.1, -0.6, 0.3], [1.2, -0.4, 0.3], [-0.5, 0.8, 0.1], [-0.1, 0.3, -0.9], [0.4, 0.3, -0.1], [0.4, -0.1, 0.5], [0.0, 0.1, -0.2], [-0.3, -0.1, -0.4], [-1.6, 0.7, -0.8], [0.3, 0.0, 0.2], [0.1, 0.6, 0.7], [0.5, -0.5, -2.7], [0.9, 0.9, 0.6], [-2.5, 0.1, -0.3], [-0.5, -0.8, 0.1]]}



{"formula": "C10H16FNO4P", "method": "the ωB97M-V functional and the def2-TZVPD basis", "e_homo_ev": -4.8, "max_force_ev_per_a": 1.6, "total_charge": -1, "orbital_gap_ha": 0.2772, "species": ["C", "C", "P", "C", "C", "O", "C", "O", "C", "O", "O", "C", "C", "F", "H", "H", "H", "H", "H", "H", "H", "H", "H", "H", "H", "H", "H", "C", "C", "N", "H", "H", "H"], "coordinates": [[3.800660, -0.493455, -0.708175], [2.580293, 0.319390, -1.216500], [1.060576, -0.558414, -0.659537], [0.816398, -0.207642, 1.151350], [-0.453990, 0.203855, -1.463069], [-0.163462, 1.255268, -2.380125], [0.257872, 2.398065, -1.754373], [0.890106, 3.205207, -2.400914], [-0.098500, 2.685569, -0.268711], [0.848407, 3.005089, 0.474182], [-1.308456, 2.575752, 0.045256], [-1.165777, -0.875923, -2.266353], [-1.666768, -2.026336, -1.411366], [-2.294430, -0.288472, -2.831303], [3.526677, -1.042628, 0.191606], [4.055797, -1.235810, -1.458001], [4.636218, 0.168820, -0.509787], [2.618734, 0.310632, -2.302198], [2.639758, 1.350677, -0.874216], [1.078721, -1.103001, 1.689587], [1.380592, 0.671063, 1.454281], [-0.239978, -0.033809, 1.277865], [-1.164300, 0.501771, -0.690195], [-0.535570, -1.272028, -3.060821], [-1.845941, -2.873927, -2.072968], [-2.612049, -1.806891, -0.921250], [-0.943623, -2.358977, -0.674090], [-3.049038, -0.230386, 4.093616], [-1.767801, -0.769348, 3.649240], [-0.766068, -1.194291, 3.282653], [-3.559241, -0.959807, 4.719742], [-2.885816, 0.681044, 4.664555], [-3.670001, -0.001056, 3.230007]], "forces_ev_per_a": [[-0.9, 0.1, -0.1], [0.2, 0.1, 0.3], [0.0, -1.0, 0.1], [0.6, 0.2, -1.3], [0.0, -0.7, -0.3], [0.1, 0.4, 0.9], [0.8, 1.2, -0.8], [-0.6, -0.6, 0.2], [-0.4, -0.1, 1.4], [0.1, -0.2, -0.7], [0.2, -0.1, -0.6], [0.0, 0.0, 0.8], [0.0, -0.6, -0.3], [-0.2, 0.0, -0.5], [0.3, 0.1, 0.2], [0.3, -0.1, 0.0], [0.2, -0.1, 0.0], [-0.3, 0.2, -0.1], [-0.2, 0.1, 0.0], [0.2, 0.0, 0.3], [-0.1, 0.1, 0.2], [-0.2, 0.2, 0.1], [0.1, 0.4, 0.0], [0.1, 0.2, -0.2], [-0.1, -0.1, 0.0], [0.0, 0.4, 0.1], [0.1, 0.1, 0.1], [0.1, 0.0, 0.0], [0.0, 0.0, -0.1], [-0.4, -0.2, 0.6], [0.0, 0.0, 0.0], [0.0, 0.0, 0.0], [0.0, 0.0, 0.0]]}